Density functional theory data (the ωB97M-V functional and the def2-TZVPD basis) for 4 unconnected molecules or ions with the total composition C46H33O9PS2.

Summary:
SMILES   O=S1(=O)CC[C@@H]([PH2]=S)CO1.O=C1c2ccccc2C(=O)c2ccccc21.O=C1c2ccccc2C(=O)c2ccccc21.O=C1c2ccccc2C(=O)c2ccccc21
Orbital gap   8.30 eV
Spin multiplicity   1
Net charge   0
HOMO energy   -0.3469 hartree

Each line ends with the Löwdin charge.
Geometry (Å):
C (-3.721, -1.233, 0.528)  -0.08
C (-2.237, 6.887, 5.016)  -0.08
C (4.512, -3.932, -6.649)  -0.08
H (-7.058, -2.260, 3.964)  0.12
H (2.615, -3.689, -0.071)  0.10
H (5.174, -1.411, 1.140)  0.13
S (2.760, -5.291, 2.562)  0.14
C (0.621, 4.778, 2.596)  0.00
C (2.472, -1.651, -0.797)  -0.18
H (5.241, -0.843, -3.998)  0.12
H (1.839, -5.050, -8.397)  0.12
H (1.672, 4.944, 2.791)  0.12
C (-1.153, 3.710, 1.375)  -0.07
H (0.935, 3.375, 1.006)  0.11
C (-6.947, -3.257, 0.233)  0.00
C (-4.781, -2.086, -0.083)  -0.28
H (-3.492, 8.895, 7.431)  0.11
C (2.852, -5.019, -8.019)  0.00
H (-8.810, -4.247, 0.590)  0.11
H (4.391, -0.798, 2.609)  0.13
C (-1.403, 8.541, 7.085)  -0.06
O (1.340, 6.555, 4.634)  0.11
C (-4.897, -1.304, 2.750)  -0.28
O (-4.720, -2.431, -1.244)  0.10
H (-6.892, -3.524, -0.813)  0.12
C (1.659, -0.951, -5.439)  0.00
C (3.151, -2.748, 0.038)  -0.21
O (3.751, 0.019, 0.847)  -0.21
C (-8.011, -3.658, 1.022)  -0.06
C (3.784, -5.977, -8.379)  -0.06
H (0.596, 8.003, 6.491)  0.12
C (-2.660, -0.809, -0.265)  0.00
H (1.275, 0.770, -4.223)  0.11
O (-4.931, -1.008, 3.925)  0.11
H (6.448, -4.827, -6.622)  0.12
C (-8.057, -3.305, 2.367)  -0.06
C (-3.784, -0.848, 1.868)  -0.08
C (3.890, -1.856, -5.302)  -0.08
C (-5.923, -2.496, 0.785)  -0.08
C (-1.674, -0.002, 0.274)  -0.07
C (3.294, 0.079, -4.006)  -0.07
H (-2.628, -1.121, -1.301)  0.12
H (-8.888, -3.623, 2.982)  0.11
C (4.234, -0.862, -4.393)  -0.01
C (0.205, 3.908, 1.603)  -0.05
H (-1.080, 9.181, 7.895)  0.11
H (-4.226, 7.411, 5.579)  0.12
H (1.415, -1.850, -0.977)  0.12
C (0.158, 6.374, 4.439)  -0.28
C (2.191, -2.967, -6.788)  -0.28
C (-3.176, 7.553, 5.794)  0.00
C (3.273, -2.333, 1.510)  -0.52
C (-2.791, -0.035, 2.404)  0.01
C (-1.741, 0.386, 1.608)  -0.07
C (5.445, -4.893, -7.019)  0.00
O (-3.895, 5.849, 3.697)  0.11
C (-2.094, 4.386, 2.133)  0.01
H (4.146, -3.130, 3.751)  -0.01
H (-0.848, 0.330, -0.340)  0.10
C (5.081, -5.912, -7.882)  -0.06
S (2.415, -0.064, 0.008)  0.60
H (-0.960, 1.009, 2.021)  0.10
H (5.808, -6.660, -8.170)  0.11
C (-0.876, 7.058, 5.270)  -0.08
C (-0.463, 7.885, 6.308)  0.00
H (2.983, -1.487, -1.744)  0.09
O (6.055, -2.794, -5.271)  0.10
C (2.597, -1.902, -5.825)  -0.08
C (-0.318, 5.456, 3.364)  -0.08
P (3.896, -3.728, 2.505)  0.34
C (4.217, -1.142, 1.590)  -0.20
H (4.162, -2.898, -0.349)  0.12
H (-2.858, 0.256, 3.443)  0.12
H (5.189, -3.920, 1.986)  0.00
C (2.006, 0.034, -4.530)  -0.05
O (1.312, -0.079, 0.921)  -0.27
O (1.072, -3.001, -7.252)  0.11
H (2.294, -2.106, 1.941)  0.12
O (2.506, 0.956, -0.983)  -0.26
H (-1.475, 3.027, 0.601)  0.10
C (-1.681, 5.263, 3.128)  -0.08
C (-7.040, -2.546, 2.921)  0.00
C (4.924, -2.854, -5.703)  -0.28
C (-2.760, 8.378, 6.825)  -0.06
H (3.501, -6.777, -9.050)  0.11
C (3.212, -3.992, -7.154)  -0.08
H (-3.154, 4.242, 1.969)  0.12
H (3.554, 0.842, -3.284)  0.10
C (-2.713, 5.987, 3.925)  -0.28
C (-5.972, -2.136, 2.132)  -0.08
H (0.663, -1.002, -5.858)  0.12

Atoms 1-3, force components in eV/Å:
C -0.02 0.00 0.01
C 0.00 -0.04 -0.02
C -0.01 0.03 0.02